Formula: C4H12NO
Source: the Open Molecules 2025 dataset
Level of theory: ωB97M-V with the def2-TZVPD basis set

HOMO in eV: -14.548
Net charge: +1

Each line ends with the natural charge from an NBO analysis.
Positions of all 18 atoms, in Å:
C  0.45609  1.18223  1.50966  -0.048
O  -1.35020  -0.56666  1.72781  -0.746
C  0.79347  0.56759  0.33885  -0.001
C  0.94092  1.22162  -0.98866  -0.479
C  0.74733  0.27240  -2.17042  -0.604
N  -0.92074  -1.96618  -0.32838  -0.907
H  0.72716  2.16081  1.89677  0.262
H  -0.27920  0.58536  2.12979  0.302
H  -2.05109  -0.90092  2.31202  0.478
H  0.56325  -0.51189  0.33236  0.305
H  1.85629  1.83612  -0.96078  0.301
H  0.21076  2.04568  -1.00627  0.267
H  1.21918  0.71329  -3.05050  0.250
H  -0.30371  0.17469  -2.41553  0.234
H  1.26186  -0.64825  -1.93545  0.226
H  -1.74638  -1.70392  -0.86892  0.382
H  -0.72488  -2.95853  -0.40364  0.386
H  -1.27822  -1.76464  0.65594  0.393

Force components x, y, z for each atom (eV/Å):
C 0.623 0.152 -1.400
O 0.279 0.294 0.999
C -1.168 0.488 0.991
C -0.933 0.548 0.080
C 0.890 1.016 0.194
N -0.859 0.373 1.169
H 0.614 -0.251 0.304
H -1.353 -0.357 -0.325
H -0.069 0.095 0.169
H 0.618 -0.620 -0.232
H 0.333 -0.501 -0.014
H -0.073 -0.067 -0.183
H 0.025 -0.049 0.022
H -0.117 -0.420 0.169
H -0.246 -0.449 -0.277
H 0.417 -0.305 -0.655
H -0.174 -0.141 -0.405
H 1.192 0.193 -0.607



Formula: C3H9NO2
Source: the Open Molecules 2025 dataset
Level of theory: ωB97M-V with the def2-TZVPD basis set

HOMO in eV: -9.637
Structure (SMILES): CC(N)=O.CO

Each line ends with the natural charge from an NBO analysis.
Positions of all 15 atoms, in Å:
C  0.61356  -0.96822  1.42398  -0.740
C  0.96033  0.40413  0.87326  0.695
O  0.89768  1.40568  1.53289  -0.593
N  1.25955  0.37034  -0.51071  -0.838
H  1.59684  1.24078  -0.87524  0.380
H  1.83962  -0.38444  -0.83655  0.384
H  -0.35272  -1.18010  0.87748  0.248
H  0.32173  -0.94974  2.48594  0.241
H  1.19483  -1.80026  1.04813  0.227
C  -2.31137  -0.65994  -1.40754  -0.272
O  -0.93087  -0.23451  -1.36897  -0.732
H  -0.82524  0.69511  -1.58498  0.474
H  -2.12479  -1.74693  -1.61004  0.181
H  -2.62177  -0.69125  -0.35473  0.164
H  -3.06684  -0.21761  -2.01786  0.182

Force components x, y, z for each atom (eV/Å):
C -2.337 0.202 -0.920
C 0.721 -1.380 -0.854
O -0.205 0.639 -0.101
N 0.971 0.680 1.451
H 0.162 0.493 0.112
H -0.305 -0.368 0.065
H 0.614 0.245 0.528
H 0.801 -0.092 -0.421
H 0.676 0.009 0.468
C 1.988 -2.588 1.944
O -1.487 0.334 -1.026
H -0.102 0.038 0.135
H -0.997 0.793 -0.431
H -0.529 0.405 -0.198
H 0.029 0.592 -0.752